The following is a DFT calculation (ωB97M-V with the def2-TZVPD basis set) of a structure of composition C46H45AsCl3N5O7SW.

Last column: Mulliken charge in e.
Atoms and positions in Å:
W  -0.71476  0.54966  -0.30924  -0.24
As  0.45392  5.47211  0.74748  0.91
Cl  -0.28851  -0.46336  -4.29821  -0.16
Cl  2.47060  3.16384  -1.28507  -0.04
Cl  3.43830  2.62984  -6.48881  -0.17
S  -0.61912  4.02417  -0.33808  -0.39
O  -1.22116  -2.55175  4.05763  -0.41
O  1.29714  -3.10067  -1.96081  -0.50
O  4.02370  -3.96778  0.18111  -0.35
O  0.65840  1.40144  4.05036  -0.50
O  0.30169  1.18711  -1.75498  0.56
O  -0.36076  1.28715  1.34057  1.28
O  -1.95031  -0.17914  -1.62095  -0.03
N  -3.28795  1.63372  -1.34581  -1.46
N  0.10850  -1.88025  1.98036  0.79
N  -2.50660  1.64185  -0.18513  1.31
N  1.96714  -2.68661  0.94436  -0.10
N  0.84801  -0.84599  0.00774  0.36
C  2.76454  2.79578  -3.89159  -0.76
C  5.15171  -4.59810  -0.42448  -1.09
C  1.95585  -4.08539  1.24565  0.28
C  0.95075  -1.81702  0.94775  -0.93
C  2.02122  2.43246  -2.78597  0.53
C  0.84385  0.81377  -4.08694  0.99
C  2.15664  -6.83525  1.53387  -0.87
C  0.32075  7.16358  -0.14312  -1.19
C  -1.87557  -2.91846  5.27576  -1.01
C  -3.62488  -1.07289  -3.72944  0.01
C  -1.97592  -1.97333  3.08850  1.20
C  -5.14009  0.83723  -5.06919  -0.80
C  1.73212  1.21828  3.12751  -0.22
C  -2.94861  0.61448  -2.05583  0.63
C  -2.58601  2.93200  4.42397  -0.98
C  1.01580  1.46491  -2.86392  -1.46
C  1.58714  1.16143  -5.19998  -0.96
C  -0.54729  1.85441  3.65550  -0.25
C  3.93186  0.10291  -1.84199  -0.75
C  -3.34524  -1.82395  3.11029  -0.60
C  3.18881  -6.13330  0.91928  -0.53
C  -4.34365  -1.42963  -4.85703  -1.05
C  2.33357  5.24966  1.07783  -1.23
C  -5.09757  -0.47377  -5.52702  -0.46
C  0.93075  -4.79213  1.84950  -0.34
C  2.53227  2.16987  -5.10435  0.26
C  1.90995  -0.91436  -0.99037  -0.48
C  1.03512  -6.17232  1.99350  -1.21
C  -1.24797  -1.53587  1.96520  -0.79
C  3.10984  -1.94220  -2.79602  -0.75
C  -3.06723  2.97478  3.11944  -0.82
C  4.04010  -0.92397  -2.77629  -1.21
C  -1.83711  -0.89756  0.88798  1.29
C  -2.32077  2.41069  2.09679  1.11
C  -0.31715  5.78325  2.47642  -1.04
C  -0.05865  -3.22038  -1.54072  -0.22
C  -3.67068  0.24126  -3.27021  0.13
C  -1.34820  2.38088  4.67969  -0.64
C  -2.90414  2.39978  0.77616  -0.41
C  -3.24186  -0.82366  0.91469  -1.46
C  -4.43098  1.19929  -3.93725  -0.48
C  -3.97384  -1.27410  1.99101  -1.29
C  3.09319  -4.76139  0.77648  0.84
C  2.03326  -1.96763  -1.90487  0.65
C  2.87349  0.08948  -0.95924  -0.30
C  -1.06881  1.83797  2.36811  0.74
H  2.60940  1.03271  3.73957  0.38
H  4.83002  -5.29389  -1.20040  0.44
H  2.59013  4.20457  1.23735  0.20
H  -0.09976  -3.75667  -0.58808  0.13
H  -3.78201  -0.42807  0.06679  0.40
H  0.01745  6.75776  2.83173  0.46
H  -0.56425  -3.81433  -2.29933  0.47
H  2.75282  -2.44734  0.34832  0.56
H  3.18778  -2.76378  -3.49562  0.63
H  -5.65866  -0.75378  -6.40835  0.43
H  5.73925  -3.79933  -0.86562  0.27
H  -5.72541  1.57726  -5.59695  0.43
H  -3.17171  3.34145  5.23464  0.50
H  -2.39351  -2.05869  5.70147  0.40
H  -0.01599  5.01099  3.18349  0.26
H  0.03129  -4.30687  2.20055  0.40
H  2.23958  -7.90694  1.64738  0.40
H  -1.39967  5.78325  2.36766  0.31
H  4.85819  -0.93380  -3.48414  0.53
H  2.76550  0.86875  -0.21390  0.80
H  -4.31771  -2.44947  -5.21553  0.45
H  -4.45090  2.21714  -3.57296  0.46
H  0.70569  7.05871  -1.15527  0.36
H  -1.09282  -3.24678  5.95103  0.29
H  2.57495  5.83251  1.96580  0.52
H  -5.05206  -1.18869  1.97589  0.52
H  -0.56083  -2.26472  -1.45872  -0.28
H  -2.57927  -3.73298  5.10246  0.38
H  1.88502  2.12101  2.53199  0.09
H  3.53440  3.54716  -3.79506  0.53
H  -3.78865  3.00277  0.59080  0.60
H  0.88862  7.91861  0.39990  0.44
H  4.66193  0.89923  -1.80420  0.56
H  -0.73046  7.44192  -0.18371  0.38
H  -3.04758  -1.81252  -3.18952  0.53
H  5.74854  -5.12008  0.32346  0.40
H  -4.02534  3.42518  2.89608  0.52
H  2.88962  5.63777  0.22632  0.47
H  -3.92893  -2.16019  3.95386  0.60
H  1.42863  0.63758  -6.13089  0.55
H  0.22852  -6.71949  2.45983  0.44
H  1.55890  0.37046  2.46718  0.07
H  0.38971  -2.47250  2.75278  0.70
H  4.05491  -6.66212  0.55137  0.48
H  -0.94385  2.34944  5.68294  0.58

Values from the calculation:
E_HOMO in eV: -12.66
Molecular weight in g/mol: 1177.1
Relative energy (zero: lowest compared OMol25 entry of this formula, charge and spin) in kcal per mole: 6.3
Total charge: +2
F_max in eV Å⁻¹: 1.9
Kohn-Sham gap in eV: 5.514

The following is a DFT calculation (ωB97M-V with the def2-TZVPD basis set) of a structure of composition C46H45FN9O5S5SbSn.

Last column: Mulliken charge in e.
Atoms and positions in Å:
Sb  3.76526  0.15904  0.04366  0.38
Sn  0.33082  0.62004  -0.19904  0.92
S  5.04170  -1.74132  0.22196  -0.78
S  2.18087  0.38233  1.79348  -0.64
S  2.27229  0.27974  -1.86497  -0.88
S  5.11554  2.02704  -0.03597  -0.77
S  1.97309  7.14423  4.51135  0.04
F  -3.27190  5.30630  2.12239  -0.32
O  1.78652  -2.24277  0.10416  0.57
O  -1.75028  2.32515  -3.19530  -0.78
O  -3.40120  6.07873  -3.17813  -0.68
O  -5.40251  6.68192  0.84384  -0.70
O  -1.52462  2.38207  -0.94828  0.72
N  2.57805  6.70408  3.06904  -0.75
N  -0.63544  -1.59070  -2.25787  1.30
N  1.42818  3.10949  0.02349  1.02
N  -3.10125  -0.75162  0.53755  1.16
N  -4.34937  6.31765  -1.13550  -0.05
N  0.82398  6.00517  4.66716  -0.73
N  -2.35629  5.14733  -1.35269  0.05
N  -0.43347  2.30675  1.81750  1.69
N  -1.45106  -2.02425  2.36101  1.29
C  -4.95328  1.56406  -1.64203  -0.49
C  -0.52770  -2.72996  3.13404  -1.40
C  1.16383  -4.25215  -1.13054  -1.01
C  1.90506  5.64213  2.66830  0.84
C  0.77176  -4.72956  3.47344  -0.82
C  2.33956  3.48542  -0.85069  -0.90
C  -1.75224  2.61100  3.78037  -1.58
C  -0.04664  -0.65057  4.46141  -1.03
C  -1.40198  1.92071  2.61985  -0.73
C  -5.06625  -1.83089  1.50231  -2.39
C  -4.45253  6.20295  0.25103  0.02
C  -1.35245  4.45252  -2.15024  -1.36
C  1.30379  3.81285  1.16584  -0.44
C  -4.62966  -0.50120  -2.79709  -0.92
C  0.88528  5.24251  3.59248  0.61
C  -0.30151  -4.09051  2.86417  1.75
C  -3.59376  -1.48271  1.44726  1.42
C  3.09997  5.28511  0.50874  -0.80
C  -2.70670  -2.09661  2.48536  0.79
C  -4.04472  -1.06215  -1.66983  1.35
C  -2.35804  4.98136  0.00089  0.17
C  0.27846  3.39492  2.11844  -1.26
C  -0.87043  -0.82580  -3.32067  -0.18
C  -3.32739  5.48618  0.78852  0.38
C  -0.27926  -3.74564  -1.20747  0.75
C  2.13475  -3.08683  -0.97853  -0.85
C  0.03940  4.11551  3.30422  0.93
C  -4.25382  1.85717  0.74965  -0.79
C  -0.97232  -1.33452  -4.60844  -0.89
C  1.30736  -2.74604  4.68957  -0.85
C  -0.51161  -2.90586  -2.43232  -0.13
C  -3.37319  -2.84189  3.62096  -2.40
C  -3.36336  5.84892  -1.98557  0.48
C  1.59294  -4.06178  4.36357  -0.89
C  2.11328  4.92736  1.43421  0.65
C  -1.22025  -4.87741  1.96488  -1.53
C  -0.83777  -2.70050  -4.79585  -0.76
C  -1.57390  2.87639  -2.10766  0.04
C  3.21298  4.55890  -0.64576  -1.01
C  -0.61067  -3.50075  -3.68767  -0.89
C  -3.85243  -0.26191  -0.53693  -0.52
C  0.25682  -2.06869  4.09231  0.98
C  -5.06383  0.81222  -2.79968  -1.10
C  -4.35639  1.04437  -0.50490  0.54
C  -3.68106  -2.52176  -1.64323  -1.51
C  -1.00908  3.71169  4.13432  -0.87
H  1.92610  -2.21852  5.40480  0.40
H  -0.46226  -3.11289  -0.33835  -0.94
H  -1.40782  4.79949  -3.17512  0.37
H  -2.61625  -3.18313  4.32541  0.51
H  -5.20600  -2.90983  1.40866  0.41
H  -4.99678  2.65458  0.75997  0.57
H  -1.54499  4.39312  0.40245  0.44
H  -1.15669  -0.66529  -5.43787  0.53
H  -1.91279  1.01467  2.30952  0.74
H  2.39738  2.89743  -1.75846  0.51
H  -4.51332  -3.11026  -1.24061  0.37
H  -1.98106  -5.39400  2.55918  0.37
H  -5.09907  6.81534  -1.59036  0.22
H  1.42838  -4.81090  -2.03382  0.54
H  3.76034  6.11114  0.73546  0.48
H  -5.49856  1.24510  -3.69118  0.39
H  -2.81236  -2.68730  -1.01036  -0.22
H  -2.58703  2.28239  4.38482  0.62
H  -0.66210  -5.63386  1.41381  0.56
H  -4.38842  1.24028  1.64031  0.21
H  3.16099  -3.44681  -0.86696  0.37
H  -1.73500  -4.23089  1.25878  -0.17
H  -5.32804  2.58209  -1.61842  0.34
H  -0.96742  -4.59781  -1.21220  0.68
H  -3.46618  -2.88155  -2.64894  0.54
H  -1.12251  -0.47570  4.51147  0.15
H  1.90367  -2.72227  0.93383  -0.14
H  1.27103  -4.92032  -0.26767  0.36
H  -1.00695  0.23812  -3.14596  -0.12
H  -0.52358  -4.57622  -3.78972  0.49
H  -5.51666  -1.50553  2.44112  0.43
H  -0.91348  -3.14105  -5.78329  0.38
H  -3.25870  2.29444  0.79534  -0.34
H  2.09983  -2.44537  -1.85996  0.34
H  -1.21683  4.28319  5.02926  0.51
H  0.36975  0.00591  3.69527  -0.05
H  -5.57846  -1.33567  0.67922  0.55
H  -4.74513  -1.11486  -3.68368  0.40
H  3.97571  4.77531  -1.37744  0.47
H  0.40427  -0.38971  5.41830  0.45
H  0.96203  -5.77150  3.23992  0.42
H  -0.36352  4.64660  -1.73031  0.15
H  -4.07873  -2.19871  4.14885  0.51
H  2.44007  -4.56426  4.81187  0.38
H  -3.92075  -3.70832  3.24493  0.36

Values from the calculation:
E_HOMO in eV: -1.76
Molecular weight in g/mol: 1223.7
Total charge: -2
F_max in eV Å⁻¹: 1.0
Kohn-Sham gap in eV: 5.083